Record 1
This record from the Open Molecules 2025 dataset describes a single C3H5ClO molecule. The level of theory is ωB97M-V with the def2-TZVPD basis set.

Structure (XYZ):
```
10
Properties=species:S:1:pos:R:3
C -0.65886 0.73453 1.22878
C 0.97463 -0.17328 -0.61254
C 0.29409 -1.04867 -1.40991
H -0.39648 1.84722 1.63159
H -1.57848 0.99392 0.49149
H -0.88245 -0.05078 2.22485
H 2.20838 -0.28676 -0.44217
H 0.76738 -1.76258 -2.21055
O 0.65025 0.59225 0.40649
Cl -1.37846 -0.84584 -1.30802
```

**HOMO-LUMO gap**: 9.3 eV
**Structure (SMILES)**: CO/C=C\Cl
**Strongest force on any atom**: 5.2 eV/A
**Molecular weight**: 92.5 Da
**Electronic energy**: -652.60129 Eh

=====

Record 2
This record from the Open Molecules 2025 dataset describes 2 unconnected molecules or ions with the total composition CH4BrClOP. The level of theory is ωB97M-V with the def2-TZVPD basis set.

Structure (XYZ):
```
9
Properties=species:S:1:pos:R:3
C -1.20961 0.40939 1.81453
O -0.02983 0.07793 -1.91215
P 1.00776 -0.35172 -0.75814
Cl 1.94739 -1.97988 -1.46236
Br 2.56372 1.31549 -0.87003
H -0.99310 0.12620 2.77555
H -2.19499 0.10090 1.55999
H -0.56028 0.88318 1.23140
H -0.53105 -0.58149 -2.37879
```

**HOMO-LUMO gap (alpha / beta)**: 4.8 / 8.2 eV
**Net charge**: +1
**Strongest force on any atom**: 4.0 eV/A
**Molecular weight**: 178.4 Da
**Electronic energy**: -3490.94461 Eh

=====

Record 3
This record from the Open Molecules 2025 dataset describes a molecular structure, C23H15Cl2HfN4O6S. The level of theory is ωB97M-V with the def2-TZVPD basis set.

Structure (XYZ):
```
52
Properties=species:S:1:pos:R:3
Hf 0.08484 1.38192 -0.68057
O -2.78695 3.15623 -6.06025
C -2.18986 2.93054 -4.83778
C -0.94044 3.46650 -4.48840
C -0.51317 3.19229 -3.21754
N -1.12378 2.31019 -2.45662
C -2.25656 1.70865 -2.77562
C -2.92849 2.14801 -3.87699
C -2.76090 0.72938 -1.72995
O -3.90580 0.40074 -1.57621
O -1.69424 0.41990 -0.93978
C 0.70861 3.78480 -2.46460
O 1.32694 4.69454 -2.89774
O 0.99763 3.04062 -1.35785
H -2.09001 3.56855 -6.61571
H -0.51876 4.25010 -5.10217
H -3.90074 1.80714 -4.14347
Cl 1.74112 -3.45011 -1.30173
C 2.31389 -2.31147 -0.09388
C 3.11527 -2.81337 0.96884
C 3.64921 -1.96804 1.90359
Cl 4.68445 -2.60734 3.15109
C 3.47957 -0.53553 1.74964
C 4.06257 0.47603 2.51507
C 3.77952 1.79721 2.28565
C 2.82719 2.11655 1.32447
N 2.21647 1.17755 0.56717
C 2.58865 -0.13291 0.73101
C 1.89662 -1.04367 -0.15634
O 0.91182 -0.47623 -0.88533
H 3.11311 -3.90499 1.13373
H 4.63667 0.13532 3.37338
H 4.19906 2.58661 2.86644
H 2.48282 3.15914 1.17913
N 0.00920 -0.22012 2.59827
C -0.99469 0.35257 1.96193
S -0.93369 2.11852 1.67409
N -2.08936 -0.31742 1.60442
C -2.04553 -1.73130 1.60566
C -1.40790 -2.47679 0.62377
C -1.26066 -3.89050 0.77039
C -1.81306 -4.46120 1.89561
C -2.50355 -3.67290 2.85029
C -2.66152 -2.33179 2.67563
H 0.88966 0.29070 2.84501
H 0.05885 -1.21389 2.78994
H -2.77910 0.18034 1.05702
H -0.97482 -1.99645 -0.24858
H -0.77404 -4.45011 -0.04349
H -1.82232 -5.53715 2.07222
H -2.91659 -4.18594 3.75323
H -3.18720 -1.65145 3.42389
```

**HOMO-LUMO gap**: 7.8 eV
**Net charge**: +1
**Strongest force on any atom**: 2.7 eV/A
**Molecular weight**: 724.9 Da
**Electronic energy**: -2922.59680 Eh

=====

Record 4
This record from the Open Molecules 2025 dataset describes 2 unconnected molecules or ions with the total composition C8H15Cl3FO3PS. The level of theory is ωB97M-V with the def2-TZVPD basis set.

Structure (XYZ):
```
32
Properties=species:S:1:pos:R:3
C -1.40141 1.72599 0.16477
C -1.44376 1.03293 1.53731
S -0.16031 -0.23747 1.82489
C 1.33456 0.25509 0.89247
C 1.81462 -0.82351 -0.10897
O 2.88069 -0.39115 -0.94651
C 2.66523 0.71004 -1.74489
O 2.93513 1.75958 -1.34791
C 2.15987 0.58014 -3.17206
C 0.73385 1.10303 -3.35973
F 0.68494 1.92153 -4.46639
P 0.44004 -1.68282 -1.05947
O 0.97461 -2.66548 -2.02057
H -0.87290 2.67506 0.17932
H -2.39100 1.86749 -0.25808
H -0.86047 1.09195 -0.53522
H -2.38843 0.50872 1.59453
H -1.45301 1.80581 2.30163
H 1.13213 1.22477 0.44320
H 2.14772 0.41571 1.59551
H 2.22829 -1.63076 0.49183
H 2.30183 -0.40512 -3.61130
H 2.77206 1.26323 -3.75616
H 0.04420 0.28781 -3.55793
H 0.44589 1.72278 -2.51434
H -0.27906 -2.37873 -0.06401
H -0.45364 -0.73520 -1.60318
C -3.13912 -2.29285 4.65066
Cl -4.70259 -2.82889 4.02872
Cl -2.22865 -1.42962 3.40400
Cl -3.35037 -1.28148 6.08156
H -2.57095 -3.16858 4.93634
```

**HOMO-LUMO gap**: 9.6 eV
**Structure (SMILES)**: CCSC[C@H](OC(=O)CCF)[PH2]=O.ClC(Cl)Cl
**Strongest force on any atom**: 4.4 eV/A
**Molecular weight**: 347.6 Da
**Electronic energy**: -2759.47732 Eh

=====

Record 5
This record from the Open Molecules 2025 dataset describes 3 unconnected molecules or ions with the total composition C22H50BN4O9P2S. The level of theory is ωB97M-V with the def2-TZVPD basis set.

Structure (XYZ):
```
89
Properties=species:S:1:pos:R:3
C 3.23554 -3.64160 -2.58257
C 4.82048 -3.61170 -2.33092
C 5.36437 -2.29786 -1.59478
B 5.48295 -0.97066 -2.54095
P 7.25451 -0.68473 -3.36430
O 8.25574 -1.79391 -3.01320
O 7.83590 0.90647 -2.95735
O 7.05926 -0.64149 -5.08494
O 4.62320 -1.02379 -3.76595
C 3.74087 0.12355 -3.64542
C 2.30617 -0.38772 -4.12095
C 1.06472 0.44248 -3.54263
S -0.41484 -0.01418 -4.62383
C -1.59747 -0.73165 -3.41623
N -3.01788 -0.67562 -3.35755
N -3.45909 -1.34261 -2.24309
C -2.29875 -1.84040 -1.57757
O -1.14537 -1.49674 -2.29929
C 3.91347 0.85994 -2.22033
C 3.08996 0.36570 -0.94523
O 3.73106 0.98791 0.21887
O 3.53916 0.16452 1.30735
P 4.28163 2.70926 -2.42576
O 3.04255 3.43713 -2.98378
O 5.26932 0.36166 -1.90236
H 2.76330 -2.77743 -1.98131
H 3.06230 -3.47350 -3.71029
H 2.73088 -4.63236 -2.33448
H 5.06404 -4.54673 -1.69788
H 5.36234 -3.75862 -3.32619
H 6.43654 -2.54957 -1.24375
H 4.74964 -2.15844 -0.64264
H 7.26808 1.50622 -3.49422
H 6.89391 0.28903 -5.35491
H 4.13699 0.89470 -4.39557
H 2.09644 -1.48908 -3.92901
H 2.27662 -0.26032 -5.26791
H 1.22317 1.56576 -3.47138
H 0.84374 0.03190 -2.50142
H -2.27882 -2.42321 -0.61038
H 2.01749 0.78864 -0.94484
H 3.07195 -0.76088 -0.80073
H 3.69816 0.76399 2.07662
H 5.44311 2.78857 -3.28205
H 4.69774 3.21203 -1.14637
C -4.98324 2.61646 3.02539
C -5.19523 2.27762 1.55373
N -5.69348 0.92726 1.32381
C -5.63109 0.51957 -0.07785
C -6.49822 1.28083 -1.07969
C -6.92342 0.56864 2.02329
C -8.16403 1.42332 1.76288
H -4.31840 1.89309 3.50546
H -4.52489 3.60479 3.11513
H -5.92602 2.64506 3.57787
H -4.22042 2.37854 1.06228
H -5.85046 3.03782 1.10719
H -5.86262 -0.54867 -0.15491
H -4.58923 0.60118 -0.40646
H -7.54919 0.99911 -1.00119
H -6.18134 1.03902 -2.09808
H -6.41666 2.36426 -0.96371
H -6.72235 0.58450 3.09958
H -7.16653 -0.47822 1.81332
H -7.94564 2.49325 1.76121
H -8.90444 1.24432 2.54882
H -8.64078 1.16420 0.81649
C -2.58461 0.53933 4.99010
C -1.79849 -0.01881 3.80872
N -0.46003 0.54217 3.67088
C 0.17455 0.21478 2.39694
C 0.48804 -1.25387 2.11404
C 0.40429 0.43783 4.84256
C 0.69100 -0.95980 5.39170
H -2.64677 1.62999 4.94314
H -3.60378 0.14391 4.97618
H -2.13986 0.25542 5.94736
H -2.37235 0.22061 2.90543
H -1.77783 -1.11446 3.88451
H 1.09725 0.79601 2.29227
H -0.47566 0.58019 1.59330
H 1.35305 -1.59944 2.68074
H 0.73308 -1.38043 1.05569
H -0.35830 -1.91045 2.33151
H -0.03779 1.03316 5.64826
H 1.35672 0.93682 4.63475
H -0.20253 -1.58588 5.43727
H 1.08403 -0.88032 6.41003
H 1.44855 -1.47734 4.80153
```

**HOMO-LUMO gap**: 7.5 eV
**Net charge**: -1
**Strongest force on any atom**: 5.6 eV/A
**Molecular weight**: 619.5 Da
**Electronic energy**: -2870.13190 Eh

=====

Record 6
This record from the Open Molecules 2025 dataset describes 9 unconnected molecules or ions with the total composition C20H56BF4O7. The level of theory is ωB97M-V with the def2-TZVPD basis set.

Structure (XYZ):
```
88
Properties=species:S:1:pos:R:3
B 0.63362 1.00107 -1.13118
F 1.13184 0.01763 -0.31920
F 1.52052 1.23199 -2.11091
F -0.51562 0.59668 -1.64189
F 0.39779 2.19729 -0.37947
C 0.24789 -1.34338 2.99513
C -0.99340 -0.60591 3.53458
C -2.09347 -1.43092 4.20449
C -1.64623 -1.78401 5.65577
C -2.63658 -2.58879 6.46241
C -2.04704 -3.10437 7.82914
H 0.03130 -1.97332 2.23880
H 0.71408 -1.71134 3.94034
H 1.03169 -0.68235 2.52994
H -1.34948 0.02553 2.72269
H -0.46850 0.16531 4.30901
H -2.49628 -2.39379 3.90170
H -2.99578 -0.74323 4.31017
H -1.48068 -0.90521 6.20377
H -0.78081 -2.24344 5.42581
H -2.96041 -3.49706 5.78609
H -3.39032 -1.90541 6.72267
H -2.82121 -3.79679 8.13126
H -1.95836 -2.45128 8.62444
H -1.23363 -3.65468 7.50262
C -3.68379 -2.37512 0.56795
C -2.53659 -1.55235 -0.02284
O -2.74493 -1.14940 -1.31047
H -3.78130 -3.25264 -0.05623
H -4.61349 -1.95475 0.64502
H -3.49525 -2.78086 1.50359
H -1.63330 -2.18392 -0.32788
H -2.41646 -0.52887 0.71729
H -1.97368 -0.70754 -1.54126
C 6.37495 -0.02559 -2.19369
C 4.89762 0.34348 -1.62069
O 4.10914 0.64610 -2.76017
H 6.48601 -0.66955 -3.13481
H 7.02676 -0.46287 -1.43553
H 6.69285 0.87163 -2.58090
H 5.14936 1.21275 -0.91117
H 4.52491 -0.51470 -0.87356
H 3.25561 0.67528 -2.59542
C 1.26145 -0.15000 -6.60217
C 1.59986 0.50570 -5.26011
O 0.40290 0.54717 -4.56808
H 2.00936 -0.15607 -7.28053
H 0.56644 0.25012 -7.02177
H 1.17279 -1.20945 -6.43053
H 1.83625 1.62518 -5.34494
H 2.33823 -0.13225 -4.76327
H 0.70810 0.80460 -3.55207
C -3.06518 2.46392 0.60372
C -4.08697 1.77145 1.52531
O -4.86959 2.73594 2.24142
H -3.74345 3.06588 -0.05713
H -2.44220 1.64757 0.13446
H -2.27507 2.96813 1.08204
H -3.53466 0.87201 2.33741
H -4.64218 0.93318 0.89200
H -5.54203 2.31163 2.79205
C -0.62977 4.35396 -4.86038
C -0.69167 3.94807 -3.26894
O -1.73941 2.93163 -3.14752
H 0.33351 5.19803 -4.93509
H -1.54044 4.66449 -5.30963
H -0.57319 3.47666 -5.42206
H -0.80658 4.67138 -2.52746
H 0.46007 3.67640 -3.09401
H -1.39791 2.27159 -2.53625
C 0.40182 -4.08405 -2.46071
C 0.46995 -2.63044 -2.61997
O -0.03905 -2.36244 -3.96041
H 1.01157 -4.62143 -3.17869
H -0.64164 -4.48775 -2.37703
H 0.88071 -4.50224 -1.53275
H 1.57309 -2.34893 -2.52664
H -0.00059 -1.96557 -1.93703
H 0.13484 -1.49517 -4.27534
C 3.66546 2.59917 2.92144
C 3.08966 1.98157 1.68675
O 3.28904 0.57204 1.67693
H 3.33947 3.57924 3.10369
H 4.66442 2.38273 2.94651
H 3.42161 2.34647 3.92926
H 3.29485 2.66304 0.81516
H 1.99890 2.17841 1.75404
H 2.85790 0.13711 0.89093
```

**HOMO-LUMO gap**: 9.6 eV
**Net charge**: -1
**Strongest force on any atom**: 10.8 eV/A
**Molecular weight**: 495.5 Da
**Electronic energy**: -1746.55036 Eh

=====

Record 7
This record from the Open Molecules 2025 dataset describes 8 unconnected molecules or ions with the total composition H18NO7. The level of theory is ωB97M-V with the def2-TZVPD basis set.

Structure (XYZ):
```
26
Properties=species:S:1:pos:R:3
N -3.13474 -7.09698 -8.02480
H -3.96522 -7.11927 -7.45042
H -3.08469 -7.77623 -8.77059
H -2.32106 -7.22140 -7.43954
H -3.15649 -6.16151 -8.40499
O -3.01308 -8.42536 -10.47588
H -3.84977 -8.41198 -10.94062
H -2.35467 -8.33098 -11.16424
O -2.42006 -4.14141 -6.92288
H -3.18195 -3.69859 -6.54916
H -1.80512 -4.21781 -6.19333
O -0.24932 -6.93334 -8.28745
H -0.17251 -6.01919 -8.01418
H 0.60241 -7.14139 -8.67150
O -4.40843 -9.92949 -7.39033
H -4.92971 -9.96028 -8.19254
H -5.04078 -10.07839 -6.68735
O -5.32256 -6.68449 -6.46221
H -5.98216 -7.08519 -7.02844
H -5.70027 -6.73060 -5.58389
O -3.30276 -4.58001 -9.54395
H -3.13230 -4.12782 -8.71769
H -4.01707 -4.08519 -9.94539
O -1.00824 -8.67052 -5.90294
H -0.55715 -8.13535 -6.55591
H -0.59769 -8.43179 -5.07187
```

**HOMO-LUMO gap**: 11.4 eV
**Net charge**: +1
**Strongest force on any atom**: 1.0 eV/A
**Molecular weight**: 144.1 Da
**Electronic energy**: -592.02632 Eh

=====

Record 8
This record from the Open Molecules 2025 dataset describes 2 unconnected molecules or ions with the total composition C3H7N2O. The level of theory is ωB97M-V with the def2-TZVPD basis set.

Structure (XYZ):
```
13
Properties=species:S:1:pos:R:3
C -0.35914 -0.46875 -1.23047
C -0.63748 0.84994 -1.65981
N -0.75887 1.69314 -0.57429
C -0.24052 0.98784 0.54912
N 0.02400 -0.36475 0.09478
H -0.38637 -1.26059 -2.01529
H -0.87606 1.12170 -2.70914
H -1.07266 2.70117 -0.44319
H -0.57570 1.30169 1.55852
H 0.74106 -0.88920 0.72063
H 1.36035 -2.84134 2.41009
H 2.28323 -1.66953 2.14389
O 1.38664 -1.99710 1.96726
```

**HOMO-LUMO gap (alpha / beta)**: 8.7 / 5.6 eV
**Net charge**: +2
**<S²>**: 0.769
**Strongest force on any atom**: 4.6 eV/A
**Molecular weight**: 87.1 Da
**Electronic energy**: -302.46864 Eh
**2S+1**: 2

=====

What is the formula in the first record?
C3H5ClO

=====

What is the electronic energy in the fifth record?
-2870.13190 Eh

=====

What is the electronic energy in the third record?
-2922.59680 Eh